C27H33AsFN2S4SbTi as an isolated structure in a non-equilibrium geometry. Source: the Open Molecules 2025 dataset; level of theory: the ωB97M-V functional and the def2-TZVPD basis.

XYZ file:
```
70
C27H33AsFN2S4SbTi the ωB97M-V functional and the def2-TZVPD basis
Ti 0.816 1.958 -1.257
C 3.196 3.180 2.189
C 2.772 2.429 1.111
N 1.879 2.908 0.192
C 1.432 4.183 0.349
C 1.871 5.041 1.389
C 2.766 4.481 2.361
C 1.407 6.363 1.410
C 0.502 6.829 0.465
C 0.001 5.985 -0.532
C -0.964 6.386 -1.514
C -1.404 5.460 -2.433
C -0.936 4.157 -2.416
N -0.018 3.730 -1.497
C 0.452 4.643 -0.578
H 3.891 2.732 2.890
H 3.147 1.434 0.939
H 3.085 5.078 3.207
H 1.767 7.024 2.193
H 0.158 7.858 0.497
H -1.335 7.405 -1.519
H -2.131 5.737 -3.187
H -1.269 3.421 -3.127
S 2.465 2.516 -3.085
As 3.061 0.751 -1.995
S 0.797 -0.462 -2.205
S -0.720 0.811 -2.756
S 4.548 -0.362 -2.990
F -2.162 0.215 4.019
C -1.537 0.553 2.846
C -2.131 1.474 2.014
C -1.481 1.812 0.825
C -0.255 1.254 0.438
C 0.285 0.326 1.339
C -0.333 -0.037 2.534
H -3.077 1.923 2.297
H -1.966 2.534 0.175
H 1.232 -0.150 1.103
H 0.109 -0.760 3.213
C -1.488 -5.196 1.556
C -2.126 -4.094 0.710
C -3.058 -3.232 1.568
Sb -0.720 -2.674 -0.289
C -0.960 -3.590 -2.257
C -2.239 -3.054 -2.896
C -0.918 -5.114 -2.251
C 1.134 -3.740 0.156
C 1.652 -3.335 1.538
C 2.201 -3.494 -0.910
H -2.254 -5.842 2.011
H -0.901 -4.771 2.377
H -0.823 -5.835 0.971
H -2.719 -4.561 -0.083
H -2.503 -2.721 2.363
H -3.844 -3.836 2.046
H -3.545 -2.452 0.977
H -0.105 -3.208 -2.818
H -3.125 -3.351 -2.321
H -2.360 -3.442 -3.917
H -2.221 -1.963 -2.952
H -1.738 -5.537 -1.664
H 0.020 -5.494 -1.837
H -1.011 -5.507 -3.273
H 0.875 -4.801 0.167
H 1.984 -2.293 1.532
H 2.513 -3.952 1.825
H 0.892 -3.439 2.316
H 2.430 -2.433 -1.025
H 1.900 -3.864 -1.893
H 3.140 -3.993 -0.637
```

## Properties
total charge = -2
energy relative to the best compared isomer or geometry (same formula, charge and spin) = 38.3 kcal per mole
E_LUMO (spin up / spin down) = 4.476 / 4.475 eV
<S²> = 2.07
HOMO (spin up / spin down) = 0.0 / -1.6 eV
spin multiplicity = 3
orbital gap (spin up / spin down) = 4.453 / 6.108 eV


C27H33BNO3PS5V as an isolated structure. Source: the Open Molecules 2025 dataset; level of theory: the ωB97M-V functional and the def2-TZVPD basis.

XYZ file:
```
72
C27H33BNO3PS5V the ωB97M-V functional and the def2-TZVPD basis
V -1.028 0.886 0.427
C -3.225 2.125 3.209
C -1.887 2.051 3.928
S -0.624 2.553 2.733
C 0.906 1.864 3.465
C 1.431 0.625 2.740
S -0.041 -0.365 2.358
C 0.494 -2.083 2.127
C -0.685 -2.964 2.540
S -2.251 -2.409 1.797
C -3.054 -1.551 3.181
C -4.041 -0.529 2.637
S -3.396 0.969 1.824
H -3.359 3.111 2.761
H -4.058 1.970 3.895
H -1.677 1.039 4.274
H -1.869 2.730 4.780
H 0.662 1.624 4.499
H 1.655 2.653 3.465
H 2.096 0.053 3.386
H 1.952 0.882 1.822
H 1.365 -2.264 2.757
H 0.759 -2.257 1.088
H -0.806 -2.978 3.622
H -0.512 -3.988 2.210
H -2.296 -1.088 3.810
H -3.604 -2.278 3.779
H -4.693 -0.176 3.437
H -4.684 -0.990 1.886
O -2.344 -0.158 -0.767
S -2.642 1.027 -1.653
O -3.979 1.147 -2.107
O -2.090 2.146 -0.841
C -1.560 0.838 -3.041
C -2.056 1.208 -4.279
C -1.249 1.092 -5.401
C 0.037 0.591 -5.276
C 0.521 0.209 -4.031
C -0.263 0.338 -2.891
P 0.386 -0.264 -1.293
C 2.146 0.157 -1.230
C 2.963 -0.570 -0.359
C 4.283 -0.196 -0.163
C 4.798 0.909 -0.829
C 3.990 1.637 -1.688
C 2.668 1.266 -1.888
C 0.346 -2.075 -1.515
C -0.809 -2.798 -1.215
C -0.848 -4.170 -1.418
C 0.258 -4.831 -1.934
C 1.401 -4.114 -2.260
C 1.448 -2.744 -2.053
H -3.071 1.576 -4.358
H -1.631 1.387 -6.369
H 0.671 0.489 -6.147
H 1.524 -0.194 -3.952
H 2.577 -1.444 0.152
H 4.912 -0.771 0.506
H 5.828 1.204 -0.673
H 4.373 2.517 -2.188
H 2.044 1.869 -2.535
H -1.683 -2.287 -0.842
H -1.751 -4.719 -1.182
H 0.225 -5.901 -2.095
H 2.261 -4.622 -2.678
H 2.347 -2.201 -2.308
B 2.055 4.303 -0.386
C 1.130 3.101 -0.043
N 0.470 2.177 0.200
H 1.522 5.296 0.043
H 3.115 4.060 0.151
H 2.148 4.302 -1.594
```

## Properties
total charge = +1
energy relative to the best compared isomer or geometry (same formula, charge and spin) = 0.0 kcal per mole
E_LUMO (spin up / spin down) = -3.488 / -2.897 eV
<S²> = 2.02
HOMO (spin up / spin down) = -11.8 / -11.7 eV
spin multiplicity = 3
orbital gap (spin up / spin down) = 8.292 / 8.817 eV


C27H33Br2F4N4O3SeSiTi as an isolated structure in a non-equilibrium geometry. Source: the Open Molecules 2025 dataset; level of theory: the ωB97M-V functional and the def2-TZVPD basis.

XYZ file:
```
76
C27H33Br2F4N4O3SeSiTi the ωB97M-V functional and the def2-TZVPD basis
Ti -0.018 0.087 0.134
C -0.636 2.664 -1.677
N -1.430 1.655 -0.947
C -2.273 2.392 0.018
C -2.266 0.846 -1.875
C -1.944 -0.662 -1.740
N -1.590 -0.905 -0.343
C -2.547 -1.516 0.451
C -2.939 -0.929 1.665
F -2.398 0.278 1.940
C -3.836 -1.507 2.533
F -4.138 -0.889 3.677
C -4.428 -2.712 2.213
C -4.099 -3.297 1.005
F -4.665 -4.455 0.671
C -3.182 -2.725 0.143
F -2.849 -3.365 -0.985
H -1.280 3.478 -2.024
H -0.134 2.229 -2.535
H 0.122 3.075 -1.012
H -2.737 3.258 -0.465
H -1.659 2.740 0.846
H -3.065 1.757 0.402
H -2.114 1.165 -2.907
H -3.319 1.002 -1.638
H -1.109 -0.939 -2.378
H -2.816 -1.239 -2.046
H -5.144 -3.175 2.876
C 2.942 -0.675 -4.202
C 1.549 -0.452 -3.628
C 0.660 0.260 -4.652
O 0.945 -1.671 -3.204
C 1.632 0.448 -2.377
O 2.405 1.366 -2.305
O 0.739 0.175 -1.435
H 2.884 -1.306 -5.090
H 3.594 -1.155 -3.472
H 3.383 0.282 -4.474
H 0.588 -0.341 -5.560
H 1.084 1.230 -4.910
H -0.345 0.404 -4.254
H 0.839 -2.239 -3.975
Br -1.393 -4.361 5.248
C -0.769 -3.044 4.055
C -0.773 -1.706 4.413
C -0.377 -0.782 3.463
N 0.035 -1.125 2.249
C 0.161 -2.426 1.958
C -0.271 -3.423 2.817
C 1.015 -2.679 0.778
C 1.363 -3.943 0.332
C 2.425 -4.050 -0.553
Br 2.936 -5.740 -1.202
C 3.128 -2.918 -0.923
C 2.667 -1.693 -0.477
N 1.615 -1.565 0.324
H -1.095 -1.390 5.394
H -0.397 0.280 3.677
H -0.191 -4.468 2.558
H 0.845 -4.828 0.670
H 3.998 -2.989 -1.558
H 3.180 -0.778 -0.748
C 2.229 3.978 3.586
Si 1.888 3.978 1.740
C 3.381 4.036 0.606
C 0.475 5.123 1.248
Se 1.001 1.742 1.405
H 2.713 4.904 3.900
H 2.877 3.142 3.852
H 1.298 3.872 4.144
H 3.821 5.035 0.580
H 3.102 3.750 -0.408
H 4.142 3.335 0.951
H 0.694 6.145 1.565
H -0.456 4.816 1.726
H 0.327 5.135 0.168
```

## Properties
total charge = +1
energy relative to the best compared isomer or geometry (same formula, charge and spin) = 5.1 kcal per mole
E_LUMO = -3.479 eV
HOMO = -10.9 eV
spin multiplicity = 1
orbital gap = 7.458 eV


A 8-piece molecular cluster, C27H33Cl6F3O2 overall in a non-equilibrium geometry. Source: the Open Molecules 2025 dataset; level of theory: the ωB97M-V functional and the def2-TZVPD basis.

XYZ file:
```
71
C27H33Cl6F3O2 the ωB97M-V functional and the def2-TZVPD basis
F -2.444 3.945 -2.937
C -2.591 4.442 -1.688
C -2.408 5.782 -1.448
C -2.541 6.242 -0.138
C -2.887 5.394 0.896
C -3.112 4.033 0.607
C -2.922 3.569 -0.683
H -2.134 6.446 -2.257
H -2.431 7.297 0.084
H -3.195 5.836 1.833
H -3.426 3.326 1.362
H -3.140 2.526 -0.871
F -2.150 2.765 3.936
C -1.349 1.789 4.373
C -0.880 1.847 5.674
C 0.044 0.897 6.100
C 0.491 -0.079 5.250
C 0.031 -0.147 3.925
C -0.847 0.837 3.486
H -1.106 2.687 6.316
H 0.344 0.922 7.140
H 1.193 -0.875 5.472
H 0.586 -0.812 3.278
H -1.071 0.979 2.434
F 5.972 1.903 -2.999
C 5.482 0.665 -3.131
C 5.776 -0.055 -4.248
C 5.308 -1.356 -4.426
C 4.569 -1.920 -3.404
C 4.245 -1.187 -2.250
C 4.716 0.096 -2.115
H 6.351 0.338 -5.080
H 5.630 -1.989 -5.239
H 4.276 -2.961 -3.475
H 3.680 -1.672 -1.467
H 4.511 0.659 -1.212
C -3.692 -1.010 2.582
Cl -4.493 0.516 2.246
Cl -4.412 -2.274 1.543
H -2.642 -0.968 2.315
H -3.840 -1.250 3.627
C -0.411 -0.231 -0.127
Cl -1.957 -0.201 -1.018
Cl 0.995 -0.877 -1.015
H -0.143 0.784 0.142
H -0.534 -0.783 0.799
C 1.151 4.799 1.133
Cl 0.536 3.187 0.838
Cl 2.770 4.760 1.877
H 1.292 5.331 0.201
H 0.500 5.268 1.859
C 1.136 -1.837 -4.588
C 0.948 -3.281 -4.237
O 0.873 -4.163 -5.048
C 0.800 -3.586 -2.750
H 1.497 -1.790 -5.623
H 1.848 -1.266 -3.995
H 0.206 -1.266 -4.646
H -0.105 -3.175 -2.300
H 1.711 -3.561 -2.162
H 0.411 -4.617 -2.735
C -0.495 -4.550 0.802
C -1.567 -5.632 0.761
O -1.222 -6.783 0.879
C -3.026 -5.280 0.751
H -0.092 -4.396 1.803
H -0.789 -3.583 0.393
H 0.311 -4.968 0.198
H -3.622 -6.081 0.327
H -3.159 -4.302 0.290
H -3.355 -5.100 1.778
```

## Properties
energy relative to the best compared isomer or geometry (same formula, charge and spin) = 25.0 kcal per mole
E_LUMO = 0.236 eV
HOMO = -9.4 eV
spin multiplicity = 1
orbital gap = 9.683 eV
SMILES = Fc1ccccc1.Fc1ccccc1.Fc1ccccc1.CC(C)=O.CC(C)=O.ClCCl.ClCCl.ClCCl


C27H33ClN2O4Yb as an isolated structure in a non-equilibrium geometry. Source: the Open Molecules 2025 dataset; level of theory: the ωB97M-V functional and the def2-TZVPD basis.

XYZ file:
```
68
C27H33ClN2O4Yb the ωB97M-V functional and the def2-TZVPD basis
Yb 0.578 -0.008 0.729
Cl 2.247 -0.041 -1.238
N 0.139 2.379 0.215
N 0.083 -2.380 0.172
C -0.424 2.919 -0.830
C -0.482 -2.952 -0.854
C 1.167 3.337 0.723
C 1.296 4.316 -0.446
C 2.471 2.628 1.047
C 0.639 4.016 1.993
H 2.759 1.956 0.220
H 2.360 2.035 1.968
H 3.255 3.386 1.203
H -0.261 4.603 1.758
H 1.406 4.685 2.409
H 0.394 3.251 2.745
C 1.049 -3.352 0.759
C 1.176 -4.388 -0.359
C 0.444 -3.951 2.033
C 2.369 -2.681 1.104
H 2.710 -2.055 0.262
H 3.115 -3.460 1.322
H 2.248 -2.046 1.996
H -0.455 -4.532 1.784
H 0.176 -3.142 2.728
H 1.171 -4.612 2.524
O 0.096 -4.069 -1.301
H 1.026 -5.419 -0.015
H 2.111 -4.297 -0.926
O 0.184 3.990 -1.346
H 2.212 4.168 -1.032
H 1.185 5.366 -0.150
C -1.697 2.459 -1.457
C -1.733 -2.481 -1.518
C -1.573 -1.217 -2.317
H -2.425 -2.262 -0.692
H -2.121 -3.317 -2.100
C -1.642 -0.011 -1.629
C -1.558 1.213 -2.286
H -1.781 -0.027 -0.539
C -1.441 1.229 -3.681
C -1.385 0.022 -4.374
C -1.395 2.531 -4.413
C -1.458 -1.201 -3.711
H -1.238 0.033 -5.456
C -1.430 -2.484 -4.474
H -1.325 -2.287 -5.545
H -2.343 -3.073 -4.322
H -0.578 -3.091 -4.147
H -2.308 3.120 -4.260
H -1.275 2.363 -5.488
H -0.545 3.127 -4.058
H -2.102 3.308 -2.010
H -2.362 2.223 -0.615
O 0.818 0.153 3.052
C -0.461 0.101 3.211
O -1.285 -0.084 2.251
C -0.990 0.286 4.597
C -2.363 0.474 4.799
C -2.857 0.664 6.093
C -1.979 0.654 7.191
C -0.603 0.462 6.981
C -0.110 0.290 5.686
H -3.019 0.465 3.927
H -3.927 0.814 6.236
H -2.361 0.795 8.204
H 0.092 0.444 7.821
H 0.952 0.154 5.480
```

## Properties
total charge = -1
E_LUMO (spin up / spin down) = 2.393 / 2.380 eV
<S²> = 0.76
HOMO (spin up / spin down) = 0.3 / -3.2 eV
spin multiplicity = 2
orbital gap (spin up / spin down) = 2.139 / 5.618 eV


C27H33CoN5O2S2 as an isolated structure. Source: the Open Molecules 2025 dataset; level of theory: the ωB97M-V functional and the def2-TZVPD basis.

XYZ file:
```
70
C27H33CoN5O2S2 the ωB97M-V functional and the def2-TZVPD basis
Co -1.006 -0.500 0.174
S 0.907 1.022 4.061
C 2.088 -0.054 3.446
C 1.692 -0.682 2.301
C 0.395 -0.260 1.935
C -0.182 0.632 2.780
C -1.532 1.157 2.623
C -2.136 2.028 3.522
C -3.414 2.482 3.265
C -4.061 2.064 2.109
C -3.395 1.201 1.265
N -2.166 0.738 1.513
H 3.034 -0.152 3.957
H 2.300 -1.375 1.738
H -1.602 2.343 4.409
H -3.902 3.157 3.956
H -5.057 2.403 1.863
H -3.855 0.865 0.346
C 6.555 2.727 -0.706
C 5.356 1.845 -0.914
C 4.247 1.940 -0.075
C 3.150 1.112 -0.246
C 3.159 0.180 -1.276
C 4.246 0.074 -2.132
C 5.337 0.904 -1.942
S 1.797 -0.912 -1.507
O 1.730 -1.230 -2.908
O 1.877 -2.001 -0.566
N 0.492 -0.068 -1.050
C 0.012 1.022 -1.753
C 0.619 1.726 -2.794
C -0.061 2.808 -3.318
C -1.307 3.168 -2.814
C -1.836 2.404 -1.794
N -1.200 1.350 -1.281
H 6.279 3.666 -0.229
H 7.051 2.950 -1.650
H 7.284 2.230 -0.062
H 4.241 2.678 0.718
H 2.290 1.200 0.405
H 4.223 -0.642 -2.943
H 6.186 0.827 -2.610
H 1.581 1.425 -3.180
H 0.382 3.376 -4.126
H -1.853 4.014 -3.205
H -2.805 2.638 -1.366
C -1.665 -2.360 2.804
N -1.315 -2.517 1.382
C -0.155 -3.428 1.283
C -2.474 -3.120 0.700
C -2.311 -3.068 -0.799
N -2.240 -1.668 -1.262
C -3.595 -1.096 -1.346
C -1.665 -1.645 -2.623
H -1.995 -3.319 3.216
H -2.472 -1.635 2.910
H -0.801 -2.016 3.365
H -0.439 -4.431 1.619
H 0.642 -3.058 1.921
H 0.235 -3.468 0.270
H -3.368 -2.575 1.007
H -2.600 -4.157 1.032
H -3.139 -3.589 -1.291
H -1.390 -3.571 -1.095
H -4.192 -1.641 -2.085
H -3.523 -0.054 -1.655
H -4.104 -1.156 -0.386
H -2.296 -2.229 -3.301
H -0.659 -2.057 -2.620
H -1.620 -0.620 -2.984
```

## Properties
total charge = +1
energy relative to the best compared isomer or geometry (same formula, charge and spin) = 0.0 kcal per mole
E_LUMO (spin up / spin down) = -2.855 / -5.020 eV
<S²> = 6.02
HOMO (spin up / spin down) = -11.2 / -11.1 eV
spin multiplicity = 5
orbital gap (spin up / spin down) = 8.345 / 6.039 eV


C27H33GeN2O3PdS3 as an isolated structure. Source: the Open Molecules 2025 dataset; level of theory: the ωB97M-V functional and the def2-TZVPD basis.

XYZ file:
```
70
C27H33GeN2O3PdS3 the ωB97M-V functional and the def2-TZVPD basis
Pd -1.258 0.994 0.990
O -2.775 0.285 2.434
N -2.826 -0.884 2.785
N -1.869 -1.655 2.194
O -1.041 -1.164 1.390
C -1.833 -3.041 2.534
C -0.731 -3.781 2.117
C -0.684 -5.126 2.435
C -1.719 -5.712 3.151
C -2.812 -4.957 3.556
C -2.883 -3.609 3.252
H 0.065 -3.304 1.565
H 0.166 -5.717 2.125
H -1.675 -6.765 3.395
H -3.617 -5.418 4.109
H -3.730 -3.016 3.559
C 6.000 3.386 -0.604
C 5.222 3.406 -1.914
C 4.230 2.253 -2.052
C 3.126 2.284 -0.992
Ge 1.704 1.000 -1.329
C 1.839 -0.601 -0.224
C 3.231 -1.252 -0.189
C 3.479 -2.266 -1.304
C 3.364 -1.691 -2.711
H 6.744 4.182 -0.577
H 6.526 2.436 -0.478
H 5.345 3.523 0.258
H 5.922 3.369 -2.752
H 4.677 4.351 -2.006
H 4.775 1.304 -1.996
H 3.779 2.289 -3.049
H 2.671 3.277 -0.953
H 3.529 2.080 0.004
H 1.383 0.789 -2.810
H 1.077 -1.329 -0.521
H 1.569 -0.255 0.779
H 3.362 -1.757 0.771
H 4.009 -0.481 -0.224
H 2.775 -3.096 -1.194
H 4.476 -2.690 -1.166
H 2.336 -1.420 -2.957
H 3.690 -2.415 -3.457
H 3.987 -0.800 -2.828
O 0.139 1.697 -0.603
C -0.709 2.691 -1.214
C 0.099 3.871 -1.706
C 0.415 5.016 -1.032
C 1.325 5.844 -1.739
C 1.678 5.313 -2.942
S 0.905 3.821 -3.231
C -1.614 3.098 -0.051
C -1.189 3.361 1.245
C -2.245 3.842 2.074
C -3.420 3.941 1.399
S -3.288 3.447 -0.233
C -1.521 2.036 -2.314
C -1.766 0.701 -2.456
C -2.655 0.414 -3.525
C -3.079 1.540 -4.158
S -2.371 2.947 -3.500
H 0.010 5.270 -0.064
H 1.685 6.795 -1.377
H 2.332 5.735 -3.688
H -0.147 3.338 1.538
H -2.124 4.102 3.115
H -4.375 4.258 1.786
H -1.324 -0.053 -1.819
H -2.965 -0.582 -3.806
H -3.751 1.618 -4.998
```

## Properties
total charge = +1
energy relative to the best compared isomer or geometry (same formula, charge and spin) = 0.0 kcal per mole
E_LUMO (spin up / spin down) = -3.528 / -5.751 eV
<S²> = 2.02
HOMO (spin up / spin down) = -11.2 / -11.4 eV
spin multiplicity = 3
orbital gap (spin up / spin down) = 7.712 / 5.599 eV